Density functional theory data (wB97M-V/def2-TZVPD) for an isolated molecule of C2H5N5O2 in a non-equilibrium geometry.

ORCA input file:
```
! RIJCOSX wB97M-V def2-TZVPD def2/J DEFGRID3
* xyz 0 1
C 0.124 -1.108 0.225
C 1.265 0.092 -0.012
H 1.480 2.319 -0.727
H 1.095 2.620 0.696
H -1.848 1.287 -0.573
H -2.480 -1.862 -1.095
H -2.204 -2.089 0.492
N 0.660 2.426 -0.166
N 0.337 1.203 -0.450
N -1.083 0.940 0.159
N -1.019 -0.522 -0.181
N -2.390 -1.157 -0.214
O 0.072 -2.200 0.840
O 2.438 0.148 -0.104
*
```

- Orbital gap: 9.31 eV
- E_HOMO: -9.4 eV
- LUMO level: -0.00289 hartree
- Total energy: -13694.0455 eV
- Energy above the lowest of the compared OMol25 structures with the same formula, charge and spin: 5.501 eV
- SMILES string: Nn1[nH]n(N)c(=O)c1=O